# C108H108F16N4O4

A cluster of 20 separate species, C108H108F16N4O4 in total at a distorted geometry (the ωB97M-V functional and the def2-TZVPD basis, the OMol25 dataset).

Geometry (Å):
C -5.332 3.002 4.874
C -3.838 2.818 4.663
O -3.435 3.430 3.662
N -3.113 2.206 5.548
C -1.626 2.057 5.365
H -5.525 4.070 4.978
H -5.606 2.522 5.813
H -6.018 2.682 4.090
H -3.513 1.952 6.439
H -1.205 2.962 5.804
H -1.232 1.934 4.356
H -1.302 1.176 5.920
C -5.508 -4.545 -2.047
C -4.422 -3.982 -1.134
O -3.271 -3.819 -1.510
N -4.723 -3.860 0.132
C -3.749 -3.535 1.163
H -6.233 -3.771 -2.299
H -5.988 -5.404 -1.578
H -5.041 -4.898 -2.966
H -5.672 -3.921 0.473
H -2.796 -4.053 1.058
H -4.246 -3.971 2.030
H -3.485 -2.478 1.188
C -7.384 5.090 -0.606
C -6.717 6.043 0.414
O -7.065 7.184 0.466
N -5.801 5.517 1.206
C -5.233 6.228 2.377
H -8.463 5.245 -0.578
H -7.219 4.033 -0.398
H -6.978 5.289 -1.598
H -5.400 4.652 0.870
H -5.937 6.381 3.194
H -4.900 7.223 2.079
H -4.348 5.750 2.798
C 6.546 -2.029 1.382
C 7.258 -3.225 0.756
O 6.585 -4.226 0.444
N 8.543 -3.112 0.447
C 9.349 -4.266 0.044
H 7.212 -1.457 2.028
H 5.689 -2.335 1.983
H 6.322 -1.380 0.535
H 8.998 -2.219 0.570
H 9.361 -5.093 0.754
H 10.354 -4.015 -0.296
H 8.981 -4.808 -0.827
F -1.092 -2.115 4.739
C -2.375 -1.813 4.393
C -2.730 -0.674 3.689
C -4.070 -0.404 3.397
C -5.050 -1.197 3.967
C -4.726 -2.354 4.654
C -3.375 -2.681 4.855
H -1.942 -0.016 3.355
H -4.254 0.422 2.726
H -6.106 -0.990 3.874
H -5.475 -3.029 5.041
H -3.079 -3.529 5.455
F -0.563 5.503 -5.587
C -0.061 4.585 -4.686
C 1.259 4.219 -4.832
C 1.930 3.553 -3.753
C 1.187 3.211 -2.580
C -0.140 3.699 -2.461
C -0.781 4.288 -3.505
H 1.798 4.605 -5.685
H 2.899 3.122 -3.958
H 1.638 2.619 -1.797
H -0.692 3.521 -1.550
H -1.791 4.646 -3.373
F -2.711 2.138 -1.925
C -3.834 1.409 -2.225
C -3.666 0.074 -2.468
C -4.749 -0.662 -2.840
C -6.004 -0.051 -2.937
C -6.123 1.339 -2.754
C -5.041 2.089 -2.439
H -2.723 -0.447 -2.387
H -4.620 -1.696 -3.124
H -6.807 -0.620 -3.381
H -7.082 1.835 -2.773
H -5.136 3.158 -2.319
F 4.529 3.864 0.823
C 4.534 4.931 -0.016
C 3.359 5.626 -0.428
C 3.424 6.712 -1.353
C 4.655 7.000 -1.916
C 5.833 6.250 -1.577
C 5.757 5.292 -0.533
H 2.404 5.400 0.022
H 2.545 7.249 -1.678
H 4.733 7.857 -2.569
H 6.759 6.549 -2.046
H 6.620 4.695 -0.277
F 1.782 -4.997 -5.188
C 1.590 -4.574 -3.900
C 0.273 -4.559 -3.431
C 0.018 -4.215 -2.110
C 1.029 -3.826 -1.276
C 2.340 -3.699 -1.787
C 2.608 -4.173 -3.056
H -0.530 -4.893 -4.072
H -1.015 -4.360 -1.833
H 0.827 -3.529 -0.258
H 3.207 -3.287 -1.291
H 3.646 -4.109 -3.348
F 0.477 7.443 -0.347
C -0.515 6.581 0.036
C -0.282 5.616 0.978
C -1.288 4.818 1.384
C -2.538 4.893 0.753
C -2.748 5.712 -0.344
C -1.747 6.664 -0.641
H 0.723 5.547 1.368
H -1.063 4.202 2.242
H -3.266 4.116 0.929
H -3.717 5.641 -0.816
H -1.748 7.392 -1.439
F 1.098 0.307 6.242
C 2.226 0.290 5.478
C 2.129 -0.273 4.187
C 3.219 -0.434 3.407
C 4.465 -0.031 3.922
C 4.561 0.553 5.175
C 3.425 0.698 5.991
H 1.168 -0.656 3.877
H 3.248 -0.816 2.398
H 5.379 -0.080 3.347
H 5.488 0.871 5.628
H 3.481 1.114 6.986
F -2.201 0.139 -5.159
C -0.934 -0.358 -5.022
C -0.541 -1.508 -5.741
C 0.800 -1.883 -5.616
C 1.759 -1.137 -4.909
C 1.375 0.025 -4.238
C 0.007 0.393 -4.265
H -1.256 -1.931 -6.431
H 1.053 -2.773 -6.173
H 2.769 -1.517 -4.910
H 2.000 0.578 -3.553
H -0.293 1.252 -3.684
F -3.911 -3.759 -6.213
C -3.322 -5.009 -6.063
C -3.051 -5.865 -7.178
C -2.594 -7.139 -6.960
C -2.125 -7.488 -5.689
C -2.290 -6.597 -4.576
C -2.891 -5.367 -4.826
H -3.361 -5.565 -8.168
H -2.552 -7.898 -7.727
H -1.753 -8.490 -5.539
H -1.973 -6.852 -3.576
H -3.121 -4.624 -4.076
F 11.209 4.270 -0.620
C 10.085 3.611 -0.531
C 9.629 3.183 0.733
C 8.495 2.438 0.799
C 7.909 1.940 -0.371
C 8.355 2.298 -1.628
C 9.395 3.206 -1.700
H 10.118 3.450 1.658
H 8.028 2.194 1.742
H 7.049 1.315 -0.182
H 7.857 1.991 -2.536
H 9.641 3.580 -2.682
F -4.063 -6.776 0.858
C -3.092 -7.418 0.217
C -1.860 -6.871 -0.096
C -0.889 -7.545 -0.860
C -1.193 -8.827 -1.186
C -2.414 -9.451 -0.923
C -3.381 -8.679 -0.220
H -1.618 -5.852 0.166
H 0.113 -7.241 -1.127
H -0.372 -9.358 -1.646
H -2.655 -10.470 -1.189
H -4.293 -9.144 0.123
F 5.228 -1.613 -1.709
C 5.290 -0.409 -2.255
C 4.968 0.700 -1.517
C 4.996 1.961 -2.121
C 5.369 2.038 -3.464
C 5.814 0.958 -4.175
C 5.691 -0.299 -3.629
H 4.600 0.479 -0.526
H 4.674 2.783 -1.498
H 5.511 2.988 -3.957
H 6.050 1.066 -5.223
H 5.929 -1.208 -4.162
F -5.719 2.433 0.796
C -6.475 1.366 1.056
C -6.221 0.155 0.390
C -6.967 -1.018 0.713
C -8.073 -0.903 1.557
C -8.375 0.351 2.138
C -7.553 1.453 1.889
H -5.401 0.035 -0.303
H -6.598 -1.931 0.270
H -8.597 -1.793 1.875
H -9.207 0.355 2.827
H -7.703 2.436 2.309
F 2.987 -7.069 1.266
C 2.330 -5.936 1.679
C 1.008 -6.095 2.086
C 0.314 -4.997 2.542
C 0.891 -3.719 2.477
C 2.211 -3.562 1.949
C 2.943 -4.731 1.657
H 0.549 -7.072 2.123
H -0.640 -5.102 3.037
H 0.238 -2.916 2.784
H 2.782 -2.646 1.897
H 3.958 -4.722 1.287
F 2.281 0.994 0.598
C 0.976 0.741 0.308
C -0.051 1.440 0.896
C -1.321 0.871 0.847
C -1.516 -0.348 0.189
C -0.470 -0.914 -0.530
C 0.787 -0.408 -0.424
H 0.187 2.301 1.502
H -2.149 1.332 1.363
H -2.522 -0.710 0.037
H -0.611 -1.793 -1.142
H 1.652 -0.883 -0.863
F 0.962 3.339 3.522
C 1.840 3.661 4.517
C 1.373 4.202 5.682
C 2.212 4.535 6.736
C 3.592 4.502 6.563
C 4.076 4.000 5.336
C 3.197 3.546 4.332
H 0.326 4.341 5.908
H 1.785 4.944 7.640
H 4.285 4.750 7.354
H 5.133 3.907 5.136
H 3.636 3.188 3.412

The value obtained for the total energy is -171376.481 eV. For the LUMO energy, the calculation gives 0.3056 eV. The strongest force on any atom is 4.97 eV/A.

Atom charges from the Löwdin analysis, given in e for atoms 1 to 6:
1 C 0.010
2 C -0.585
3 O -0.001
4 N 0.053
5 C -0.021
6 H 0.081